ORCA calculation (wB97M-V/def2-TZVPD) on a single CHN3OS molecule.

Each atom is followed by the atoms it is bonded to, with distances in Å.
Atoms and positions in Å:
1 C -0.283 -0.224 -0.006  N3 1.304, O6 1.317, S7 1.736
2 H -2.065 1.106 0.018  S7 1.333
3 N 0.482 -1.279 -0.004  C1 1.304, N4 1.345
4 N 1.724 -0.763 0.005  N3 1.345, N5 1.249
5 N 1.755 0.486 -0.011  N4 1.249, O6 1.412
6 O 0.405 0.899 0.001  C1 1.317, N5 1.412
7 S -2.019 -0.225 -0.004  C1 1.736, H2 1.333

As for the LUMO energy: 0.01472 Ha. The HOMO energy comes out at -10.4 eV. For the relative energy (zero: lowest compared OMol25 entry of this formula, charge and spin), the calculation gives 55.1 kcal per mole. For the orbital gap, the calculation gives 10.81 eV. As for the structure (SMILES): Sc1nnno1.

In elementary charge units, the Löwdin charges are: atom 1 (C): -0.81, atom 2 (H): -0.11, atom 3 (N): 0.04, atom 4 (N): -0.03, atom 5 (N): 0.06, atom 6 (O): -0.04, atom 7 (S): 0.89